C9H10AuN3OS3Se | ωB97M-V/def2-TZVPD

Properties
**HOMO-LUMO gap**: 7.06 eV
**Energy relative to the best compared isomer or geometry (same formula, charge and spin)**: 0.0 kcal per mole
**Net charge**: 0
**HOMO**: -9.12 eV
**Electronic energy**: -4320.0856 Eh

Cartesian coordinates (Å):
Au (0.349828, 0.375855, -0.154616)
S (-0.602213, 2.403692, -0.523254)
C (-1.966172, 1.595463, -1.236977)
S (-1.728469, -0.126039, -1.085134)
C (-3.027488, 2.194166, -1.825360)
C (-3.103877, 3.618528, -1.892942)
N (-3.124553, 4.767235, -1.939703)
C (-4.068620, 1.398655, -2.393923)
N (-4.893073, 0.752006, -2.867706)
C (0.428897, -5.497524, -0.271042)
C (1.186166, -4.212652, 0.029871)
S (0.291358, -2.779199, -0.580915)
O (1.088232, -1.623182, 0.047779)
C (0.755214, -2.788226, -2.325028)
C (2.226358, -2.506242, -2.576973)
H (0.977267, -6.343152, 0.141067)
H (0.321928, -5.667058, -1.342903)
H (-0.564574, -5.485899, 0.175522)
H (2.188278, -4.199240, -0.396157)
H (1.268487, -4.022504, 1.100087)
H (0.108663, -2.032314, -2.774036)
H (0.432468, -3.760620, -2.704500)
H (2.567088, -1.659783, -1.981863)
H (2.367272, -2.262639, -3.628919)
H (2.855954, -3.364256, -2.346505)
Se (2.486233, 1.225567, 0.732741)
C (1.860699, 1.421907, 2.450603)
N (1.486513, 1.552215, 3.533124)

Forces on atoms 1 to 3 (eV/Å):
-0.02 -0.25 -0.03
0.00 0.02 -0.01
0.09 -0.02 0.01

Atom-resolved charges from Mulliken, all expressed in e: atom 1 (Au): 0.6001, atom 2 (S): -0.1680, atom 3 (C): 0.7176, atom 4 (S): -0.3824, atom 5 (C): 0.3606, atom 6 (C): -0.1389, atom 7 (N): -0.4104, atom 8 (C): -0.0941, atom 9 (N): -0.4232, atom 10 (C): -1.0811, atom 11 (C): -0.4303, atom 12 (S): 0.3642, atom 13 (O): -0.4662, atom 14 (C): -0.2857, atom 15 (C): -1.1605, atom 16 (H): 0.3671, atom 17 (H): 0.3017, atom 18 (H): 0.3202, atom 19 (H): 0.2692, atom 20 (H): 0.4192, atom 21 (H): 0.3558, atom 22 (H): 0.3775, atom 23 (H): 0.2740, atom 24 (H): 0.3835, atom 25 (H): 0.3152, atom 26 (Se): -0.2048, atom 27 (C): 0.2458, atom 28 (N): -0.4261